Below is a molecular structure, C28H24F5MoN3O4S6, with properties calculated with ωB97M-V with the def2-TZVPD basis set.

For the relative energy (zero: lowest compared OMol25 entry of this formula, charge and spin), the calculation gives 6.0 kcal/mol. The gap between HOMO and LUMO (spin up / spin down) comes out at 0.1978 / 0.1981 Eh. Its lowest unoccupied orbital energy (spin up / spin down) is -8.84 / -8.83 eV. Its HOMO energy (spin up / spin down) is -14.2 / -14.2 eV.

Geometry as ORCA input:
```
! RIJCOSX wB97M-V def2-TZVPD def2/J DEFGRID3
* xyz 2 1
Mo 0.7734 -1.4172 -0.9034
F 3.8254 -1.1448 5.3600
C 3.2642 -0.7798 4.2274
C 3.6743 -1.3660 3.0325
F 4.6231 -2.2880 3.0360
C 3.0580 -0.9922 1.8558
F 3.4461 -1.5841 0.7142
C 2.0459 -0.0342 1.8211
S 1.3329 0.5203 0.3202
C 1.6557 0.5373 3.0341
F 0.6845 1.4435 3.0506
C 2.2491 0.1707 4.2304
F 1.8533 0.7092 5.3687
S 2.5932 -1.6155 -2.3368
S 2.0218 -2.7664 -3.9251
S -0.0103 -2.4779 -4.0733
S -0.6655 -2.7585 -2.1669
C -0.0201 7.1089 -1.0390
C -0.1932 7.0318 -2.5461
S 0.1679 5.4267 -3.2252
O 0.2883 5.5346 -4.6536
O 1.2295 4.7895 -2.4752
C -1.2872 4.4187 -2.9039
C -1.1239 3.1350 -3.7255
N -1.1153 1.9222 -2.8885
C -0.0103 1.2164 -2.5823
N -0.3512 0.1539 -1.8282
C -1.7105 0.2133 -1.6241
C -2.1747 1.3026 -2.2721
N -3.5464 1.7490 -2.3150
O -4.3386 1.0554 -1.7240
O -3.7797 2.7762 -2.9106
C 1.3458 1.6160 -3.0285
H -0.1187 8.1452 -0.7212
H 0.9623 6.7475 -0.7453
H -0.7779 6.5262 -0.5161
H 0.4861 7.6918 -3.0870
H -1.2074 7.2668 -2.8700
H -2.1961 4.9507 -3.1698
H -1.2801 4.2153 -1.8335
H -0.1789 3.1296 -4.2644
H -1.9172 3.0396 -4.4607
H -2.2741 -0.5125 -1.0628
H 1.5109 2.6781 -2.8267
H 1.4579 1.4525 -4.1029
H 2.1045 1.0392 -2.5100
C -4.2127 -3.4218 3.1508
C -3.3225 -4.2559 2.4674
C -2.1985 -3.7240 1.8855
C -1.9516 -2.3319 1.9786
C -2.8821 -1.5016 2.6508
C -3.9966 -2.0491 3.2433
C -0.7927 -1.7158 1.4538
C 0.2737 -2.3343 0.7960
C 0.9899 -3.5335 1.1809
C 1.2519 -3.7396 2.5490
C 2.0398 -4.7964 2.9523
C 2.5781 -5.6640 2.0040
C 2.3176 -5.4816 0.6522
C 1.5275 -4.4241 0.2371
H -5.0915 -3.8517 3.6130
H -3.5243 -5.3149 2.3975
H -1.5080 -4.3620 1.3503
H -2.7011 -0.4358 2.7030
H -4.7012 -1.4221 3.7693
H -0.7615 -0.6265 1.5180
H 0.8357 -3.0561 3.2799
H 2.2396 -4.9530 4.0030
H 3.1953 -6.4915 2.3246
H 2.7231 -6.1706 -0.0750
H 1.2950 -4.3188 -0.8182
*
```